{"formula": "C32H22B3InN6O28", "method": "ωB97M-V/def2-TZVPD", "symbols": ["In", "O", "C", "O", "B", "O", "C", "O", "O", "C", "O", "C", "O", "O", "O", "C", "O", "B", "O", "C", "O", "O", "C", "O", "C", "O", "O", "O", "C", "O", "B", "O", "C", "O", "O", "C", "O", "C", "O", "O", "C", "C", "N", "H", "H", "H", "C", "C", "N", "H", "H", "H", "C", "C", "N", "H", "H", "H", "C", "C", "N", "H", "H", "H", "C", "C", "C", "C", "C", "C", "N", "O", "O", "H", "H", "H", "H", "H", "C", "C", "C", "C", "C", "C", "N", "O", "O", "H", "H", "H", "H", "H"], "positions_angstrom": [[-23.8543, -10.7190, -13.5386], [-17.8081, -17.7096, -14.2176], [-18.8842, -17.3321, -13.8981], [-19.1501, -16.1980, -13.2774], [-20.5745, -16.0959, -12.9218], [-21.1432, -17.3661, -13.4216], [-20.2297, -18.0674, -14.0397], [-20.3786, -19.0869, -14.6186], [-21.3404, -14.9255, -13.4591], [-21.8994, -14.2550, -12.4492], [-22.5417, -13.2585, -12.5288], [-21.4861, -14.9799, -11.1330], [-20.7295, -15.9971, -11.4811], [-21.7633, -14.7013, -10.0102], [-21.0450, -10.8714, -12.6328], [-19.8900, -11.1388, -12.6734], [-19.3442, -12.3004, -12.3648], [-17.9195, -12.3306, -12.6864], [-17.6462, -10.9771, -13.2181], [-18.7448, -10.2284, -13.1280], [-18.8521, -9.0872, -13.4632], [-17.0341, -12.6291, -11.5287], [-16.3714, -13.7345, -11.7011], [-15.6122, -14.2192, -10.9187], [-16.6332, -14.1232, -13.2047], [-17.5260, -13.3364, -13.6967], [-16.1337, -15.0789, -13.7335], [-21.3766, -11.9936, -15.0407], [-20.5541, -12.5879, -15.6783], [-19.2906, -12.6666, -15.3862], [-18.5977, -13.6155, -16.2547], [-19.5510, -13.9641, -17.2953], [-20.7774, -13.4699, -16.9384], [-21.7880, -13.6466, -17.5222], [-18.0747, -14.8461, -15.5930], [-16.7632, -14.7952, -15.5340], [-16.0451, -15.5410, -14.9466], [-16.2771, -13.5897, -16.4459], [-17.3532, -12.9550, -16.7618], [-15.1478, -13.3661, -16.7006], [-17.1643, -16.8738, -9.5933], [-16.5440, -17.1779, -10.8608], [-15.9611, -17.3799, -11.8326], [-18.2447, -17.0057, -9.5922], [-16.8564, -15.8542, -9.3518], [-16.7719, -17.5053, -8.7944], [-19.6682, -8.4472, -16.0435], [-20.9523, -8.6427, -15.3887], [-21.8840, -8.8896, -14.7652], [-19.3751, -9.4495, -16.3385], [-19.0072, -7.9732, -15.3194], [-19.7764, -7.7313, -16.8580], [-12.6946, -15.0992, -10.3142], [-12.8463, -15.7477, -11.6300], [-12.9630, -16.3003, -12.6289], [-13.0936, -14.0956, -10.4580], [-11.6601, -15.0442, -9.9877], [-13.3036, -15.6581, -9.6071], [-19.0684, -12.8164, -8.8342], [-19.5706, -11.4849, -9.0719], [-19.9726, -10.4206, -9.2178], [-19.6492, -13.5807, -9.3439], [-19.0522, -12.9607, -7.7525], [-18.0172, -12.8375, -9.1265], [-13.9737, -11.3160, -8.5916], [-12.9999, -10.3803, -8.9038], [-13.2297, -9.3716, -9.8245], [-14.4995, -9.2492, -10.3883], [-15.4788, -10.1848, -10.0780], [-15.2343, -11.1964, -9.1668], [-14.8091, -8.1612, -11.3320], [-15.7686, -8.3015, -12.0540], [-14.0763, -7.1945, -11.3173], [-13.7367, -12.0979, -7.8826], [-12.0348, -10.4831, -8.4260], [-12.4412, -8.6688, -10.0516], [-16.4134, -10.2042, -10.6230], [-16.0260, -11.9199, -9.0333], [-16.7490, -9.0557, -16.9990], [-16.9878, -10.3776, -16.6610], [-16.2482, -11.0112, -15.6734], [-15.2938, -10.2606, -15.0033], [-15.1411, -8.8987, -15.2379], [-15.8098, -8.3062, -16.2928], [-14.4729, -10.8160, -13.9082], [-13.5128, -10.1727, -13.5242], [-14.7951, -11.8849, -13.4198], [-17.2733, -8.6516, -17.8549], [-17.7824, -10.8912, -17.1848], [-16.3708, -12.0537, -15.4254], [-14.3499, -8.3610, -14.7366], [-15.5405, -7.3094, -16.6123]], "atomic_forces_ev_per_a": [[1.123, -0.226, -0.027], [0.862, 0.000, -0.632], [-0.922, -0.353, 0.368], [0.270, 1.609, 0.272], [-0.687, -0.638, -0.172], [-0.526, 0.807, 0.280], [0.516, 0.070, -0.102], [-0.163, -1.050, -0.532], [0.364, 0.065, 0.275], [0.902, -0.742, -0.090], [-0.849, 0.578, -0.134], [0.025, -0.229, -0.368], [0.422, -0.198, 0.242], [-0.300, 0.596, 0.396], [-0.245, 0.326, 0.370], [-0.088, 0.589, 0.099], [0.756, -1.825, 0.244], [-0.863, 3.145, 0.789], [0.197, -0.644, 0.614], [-0.209, 0.360, -0.738], [0.292, -0.293, 0.442], [-1.097, -0.491, -0.733], [1.634, 0.496, 1.155], [-0.529, -0.498, -0.893], [-4.614, 5.151, 1.759], [1.931, -1.746, 0.219], [4.252, -4.101, 5.979], [0.191, -0.070, -0.815], [-1.911, -0.496, -0.028], [1.858, -0.334, 0.682], [-1.122, 1.645, -1.827], [0.037, 0.070, 0.871], [0.499, 0.133, -0.272], [-0.171, -0.034, -0.033], [4.045, -1.347, 1.277], [-9.564, 6.304, -8.852], [4.488, -6.039, 0.198], [-0.383, -1.489, -0.210], [-1.253, -1.663, -0.899], [0.861, -0.329, -0.079], [0.074, 0.143, 0.692], [0.465, -0.432, -0.593], [-0.352, 0.119, 0.285], [-0.016, 0.250, -0.229], [-0.401, 0.055, 0.112], [0.110, -0.124, -0.193], [-0.816, 0.713, 0.118], [-0.255, -0.017, 0.655], [-0.364, -0.008, -0.305], [0.514, 0.257, -0.215], [0.188, -0.470, -0.058], [-0.019, -0.400, -0.343], [-0.456, -0.001, -0.879], [0.437, -0.206, 0.449], [-0.048, 0.228, -0.125], [0.017, 0.075, 0.427], [0.033, -0.133, -0.112], [0.036, 0.154, 0.147], [0.705, -0.040, 0.510], [-0.347, 0.317, -0.176], [0.042, 0.126, -0.144], [-0.050, 0.008, 0.076], [-0.287, -0.293, -0.046], [-0.113, -0.187, -0.271], [-0.406, 0.282, 0.126], [0.184, -0.328, -0.052], [-0.305, 0.559, 0.096], [0.309, -0.794, 0.548], [-0.199, 0.103, -0.592], [0.330, -0.135, -0.378], [0.470, -0.224, 0.326], [-0.320, -0.036, -0.266], [0.057, 0.059, -0.080], [-0.127, -0.073, -0.017], [0.096, 0.158, -0.138], [-0.116, 0.088, -0.129], [-0.048, 0.390, 0.135], [0.158, -0.087, 0.313], [0.491, 0.116, 0.130], [-0.159, 0.109, 0.059], [0.641, 0.691, 0.743], [-0.323, 0.892, 0.265], [0.949, -0.242, -0.537], [-0.291, -0.358, -0.350], [0.284, 0.457, -0.027], [-0.521, -0.302, -0.203], [-0.275, -0.629, -0.078], [-0.026, 0.208, 0.086], [0.283, -0.042, 0.004], [0.113, 1.753, 0.707], [-0.182, 0.029, 0.252], [-0.191, 0.115, 0.183]], "mulliken_charge": [1.083, -0.573, 0.488, 0.672, 0.990, -0.654, 0.052, -0.582, -0.473, 0.344, -0.525, 0.591, -0.657, -0.657, -0.542, -0.263, 0.022, -0.359, 0.607, 0.342, -0.686, -0.002, -0.473, -0.426, 0.870, 0.919, 0.626, -0.324, 0.154, 0.523, 1.245, -0.801, 0.033, -0.554, -0.126, 0.246, -0.267, 0.533, -0.718, -0.496, -0.817, 0.570, -0.425, 0.252, 0.088, 0.401, -0.221, 0.095, -0.376, -0.298, 0.309, 0.527, -0.438, 0.387, -0.465, -0.038, 0.406, 0.223, 0.464, 0.489, -0.611, -0.189, 0.499, -0.542, -0.679, -0.533, -0.707, -0.233, 0.423, -0.143, 1.113, -0.539, -0.650, 0.471, 0.381, 0.478, 0.325, 0.192, -0.725, -0.780, 1.278, -0.218, -0.455, -0.836, 1.143, -0.638, -0.638, 0.546, 0.730, -0.750, 0.526, 0.445], "relative_energy_kcal_mol": 0.0, "charge": 0, "multiplicity": 1, "energy_ev": -107013.698, "homo_energy_ev": -9.88}